# C48H44N2O2P2RhTe

C48H44N2O2P2RhTe as an isolated structure at a distorted geometry (ωB97M-V/def2-TZVPD, the Open Molecules 2025 dataset).

- LUMO (alpha / beta): 2.26 / 1.56 eV
- Energy relative to the best compared isomer or geometry (same formula, charge and spin): 80.9 kJ/mol
- Kohn-Sham gap (alpha / beta): 5.95 / 6.27 eV
- HOMO level (alpha / beta): -3.69 / -4.71 eV
- <S²>: 6.0628
- Max |F|: 3.16 eV/Å

ORCA input file:
```
! wB97M-V def2-TZVPD RIJCOSX def2/J DEFGRID3
* xyz -1 5
Te -4.577 -1.203 0.490
Rh 0.284 0.059 -0.335
P -1.351 -1.613 -0.634
P -1.899 0.933 0.290
O 1.405 2.129 -1.012
O 1.770 0.233 -2.071
N -4.239 -1.388 5.439
N 0.863 -1.222 1.051
C 1.589 2.731 -4.596
C -5.409 -0.689 3.400
C 5.417 2.512 -4.313
C 2.716 -0.284 2.324
C -1.747 1.282 4.194
C 6.611 2.794 -5.154
C 4.015 -0.373 2.739
C -3.163 2.591 2.149
C -3.223 4.624 -2.050
C 2.253 -1.147 1.301
C -3.744 2.441 -1.217
C 2.975 2.389 -4.039
C -3.231 -3.046 -4.011
C -1.835 -3.868 1.181
C -1.610 3.435 -0.728
C -2.474 2.340 -0.652
C 0.211 -2.495 1.475
C -1.018 -2.871 0.703
C -1.601 -4.388 2.455
C 2.032 1.434 -1.863
C 1.767 0.652 2.963
C -2.536 2.414 4.473
C -1.687 0.881 2.885
C -1.343 -3.881 -2.231
C -3.341 -1.945 4.626
C 4.472 1.830 -2.167
C -2.596 -4.210 -4.249
C 3.181 1.982 -2.705
C -1.985 4.579 -1.420
C 2.710 -2.620 -0.631
C -2.685 -0.604 -0.108
C 5.569 2.055 -3.022
C -4.169 3.557 -1.857
C -2.922 -2.238 -2.912
C -3.265 3.055 3.441
C -1.648 -4.705 -3.309
C -1.957 -2.650 -1.982
C 3.240 -1.881 0.557
C 0.008 -2.687 2.986
C 4.648 1.293 -0.781
C -0.746 -3.741 3.327
C -3.383 -1.854 3.266
C -2.398 1.488 1.885
C 4.978 -1.141 2.087
C 4.109 2.749 -4.792
C 4.577 -1.837 0.953
C -5.237 -0.800 4.793
C -4.436 -1.207 2.571
H 0.579 -2.073 3.666
H 6.541 2.020 -2.627
H -2.445 -2.421 5.066
H -3.586 5.452 -2.614
H 1.283 3.659 -4.183
H -4.046 -2.787 -4.691
H 5.292 -2.465 0.411
H 4.045 0.400 -0.558
H -4.426 1.577 -1.038
H 2.044 0.799 3.968
H -2.177 -5.231 2.826
H 2.802 -3.691 -0.427
H 0.745 0.336 2.934
H 7.522 2.949 -4.518
H -2.656 2.774 5.504
H -1.273 5.358 -1.387
H 1.628 -2.366 -0.797
H -3.454 -1.305 -2.728
H 6.394 3.694 -5.700
H -1.267 0.756 5.021
H -2.664 -4.316 0.647
H -1.088 0.031 2.573
H 6.841 2.013 -5.865
H -3.573 3.122 1.314
H -5.961 -0.328 5.393
H -0.795 -4.005 4.416
H 4.240 0.285 3.550
H 3.876 3.171 -5.795
H -0.579 -4.212 -1.441
H 5.748 1.132 -0.717
H -6.199 -0.084 3.006
H -2.592 -2.234 2.673
H 0.955 1.903 -4.300
H -5.141 3.717 -2.252
H 1.742 1.541 2.340
H 0.984 -3.302 1.153
H 4.402 2.157 -0.120
H -1.190 -5.633 -3.474
H -2.896 -4.877 -5.084
H -0.646 3.350 -0.215
H 6.036 -1.158 2.416
H -3.842 3.920 3.705
H 1.575 2.893 -5.674
H 3.279 -2.398 -1.535
*
```



# C48H44N7O4P2RuS2

C48H44N7O4P2RuS2 as an isolated structure (ωB97M-V/def2-TZVPD, the Open Molecules 2025 dataset).

- LUMO (alpha / beta): -3.92 / -4.49 eV
- Energy relative to the best compared isomer or geometry (same formula, charge and spin): 0.0 kJ/mol
- Kohn-Sham gap (alpha / beta): 6.01 / 5.96 eV
- HOMO level (alpha / beta): -9.94 / -10.46 eV
- <S²>: 6.0750
- Max |F|: 0.76 eV/Å

ORCA input file:
```
! wB97M-V def2-TZVPD RIJCOSX def2/J DEFGRID3
* xyz 1 5
Ru -1.009 0.857 1.443
S -1.253 1.806 4.016
S 4.515 -4.631 -0.355
P 0.095 -1.783 0.322
P 0.559 -0.151 3.172
O -1.692 2.476 5.177
O -2.272 1.003 3.258
O -0.542 2.595 2.985
O -0.181 0.719 4.459
N 2.148 3.377 -7.142
N -4.521 6.827 -3.595
N -5.071 5.987 -2.815
N 1.247 -1.835 1.368
N -2.302 2.313 0.358
N -4.235 4.930 -2.618
N -3.775 3.457 -0.791
C 2.618 1.527 3.959
C 0.037 -2.115 5.054
C -3.316 1.173 -1.658
C 2.594 -3.886 1.561
C 2.090 0.784 2.903
C -0.566 -3.904 -1.339
C -2.636 -3.325 2.869
C 0.137 0.414 -1.393
C 1.382 2.222 -4.955
C -4.721 3.838 -1.825
C 1.013 -1.531 4.249
C -3.373 4.272 0.248
C 3.953 -4.542 1.365
C 1.374 -3.276 -3.233
C 2.658 -3.016 5.176
C -3.869 -1.940 1.336
C -1.892 4.389 -3.474
C 1.705 1.817 -2.611
C -1.132 6.200 -4.929
C 0.255 -2.794 -1.153
C -1.457 -3.023 2.207
C -2.299 6.907 -4.768
C 3.361 -5.879 -0.957
C 2.562 -2.430 1.122
C -2.470 3.560 0.950
C -1.479 -2.169 1.105
C 2.329 -1.973 4.322
C 1.808 2.860 -6.174
C 3.761 2.286 3.769
C 2.711 0.816 1.659
C -3.838 -2.772 2.444
C 0.547 -4.378 -3.417
C 1.681 -3.617 5.955
C -0.185 -0.065 -0.285
C 4.383 2.310 2.527
C -3.100 2.292 -0.704
C -0.936 4.961 -4.284
C 3.859 1.576 1.474
C 1.229 -2.485 -2.106
C 0.229 1.438 -4.950
C 2.125 2.401 -3.788
C 0.538 1.037 -2.592
C 0.370 -3.160 5.899
C -0.188 0.841 -3.779
C -2.693 -1.646 0.659
C -3.080 5.114 -3.322
C -0.418 -4.694 -2.472
C -3.276 6.341 -3.946
H 0.003 4.445 -4.426
H -2.727 -1.033 -0.229
H -5.643 4.192 -1.367
H 2.315 0.228 0.839
H 2.268 1.960 -1.699
H -2.617 -3.983 3.727
H 1.879 -1.629 -1.971
H -1.708 3.443 -2.980
H 5.276 2.903 2.383
H 2.870 -2.364 0.075
H -0.510 -3.421 2.547
H 3.627 -6.090 -1.991
H 3.101 -1.502 3.728
H -4.753 -2.994 2.978
H -3.764 5.265 0.377
H 4.166 2.859 4.591
H -0.389 -3.607 6.528
H -1.324 -4.153 -0.607
H 2.330 -5.531 -0.931
H -0.345 6.598 -5.556
H 3.947 -5.557 1.766
H 4.348 1.587 0.509
H -2.548 0.424 -1.506
H -0.327 1.299 -5.866
H -0.977 -1.735 5.040
H 3.021 3.004 -3.811
H 3.685 -3.353 5.236
H 3.310 -1.861 1.684
H 4.728 -3.991 1.903
H 3.455 -6.799 -0.380
H -4.294 0.712 -1.511
H 0.660 -4.995 -4.298
H 2.135 -3.039 -3.964
H -1.058 -5.553 -2.616
H -3.254 1.512 -2.693
H -4.808 -1.522 0.998
H 1.943 -4.429 6.620
H -1.920 3.845 1.830
H -4.944 2.960 -2.430
H 2.316 -3.935 2.618
H -2.465 7.861 -5.247
H 2.133 1.517 4.926
H 1.830 -4.443 1.009
H -1.062 0.205 -3.775
*
```



# C48H44O38

A 14-piece molecular cluster, C48H44O38 overall at a distorted geometry (ωB97M-V/def2-TZVPD, the Open Molecules 2025 dataset).

- LUMO (alpha / beta): -0.23 / -0.23 eV
- Kohn-Sham gap (alpha / beta): 3.30 / 5.07 eV
- HOMO level (alpha / beta): -3.53 / -5.30 eV
- <S²>: 0.7718
- Max |F|: 4.37 eV/Å

ORCA input file:
```
! wB97M-V def2-TZVPD RIJCOSX def2/J DEFGRID3
* xyz -1 2
O -4.004 1.342 3.627
O -2.644 2.137 -1.579
O 0.225 -5.710 -3.521
O 6.020 1.416 -1.923
O 3.467 3.207 -5.433
O -1.097 -2.221 2.729
O 2.175 -4.920 -0.710
O 1.130 1.451 -2.766
O 0.884 3.345 2.615
O -0.161 -7.694 3.497
O 0.762 8.027 3.407
O 3.463 -7.207 0.254
O 1.227 4.168 -4.075
O 1.719 -5.244 5.980
O -1.683 -5.884 -1.535
O -6.107 -0.083 2.296
O -0.785 4.111 -2.227
O 2.244 5.233 -0.538
O 2.619 -0.241 4.076
O -5.811 2.576 1.997
O -0.370 -3.437 6.191
O -0.460 -1.041 -3.930
O -3.095 -3.654 1.385
O -2.220 -1.145 -1.769
O 4.110 0.905 0.151
O 4.537 -2.217 3.788
O 2.816 -0.745 -2.943
O 1.421 -1.989 1.485
O 0.344 0.628 1.798
O 0.866 1.110 -5.668
O 3.871 5.575 -2.830
O -0.805 3.721 0.484
O -1.295 -5.343 2.554
O 3.146 -3.235 -4.218
O -7.722 2.621 0.168
O -1.849 1.752 -4.430
O -4.734 1.853 -3.344
O -0.781 8.485 1.196
C 3.312 -2.462 4.337
C 0.422 7.073 2.702
C 2.259 -6.772 0.851
C 0.810 5.657 3.038
C -4.999 2.104 -2.027
C 0.685 1.028 -0.483
C 4.145 2.103 -0.505
C 4.040 4.444 -2.086
C 1.717 -7.468 1.938
C 0.435 -7.081 2.543
C -4.600 -1.891 1.934
C -0.456 7.170 1.445
C 1.380 -1.039 0.446
C -4.155 2.180 0.257
C 0.384 4.590 2.315
C -0.481 4.707 1.134
C -6.235 2.213 -1.566
C 0.760 0.261 0.725
C -3.800 0.201 2.949
C -0.891 6.090 0.774
C -0.016 -3.351 -3.592
C -3.797 2.209 -1.172
C 1.059 -1.888 5.088
C 1.307 0.686 -1.662
C -1.750 -2.167 -2.260
C 1.918 -4.109 5.522
C 2.332 -1.387 4.419
C -5.407 2.323 0.734
C -0.657 -2.182 -3.246
C -1.416 -4.659 -2.161
C 4.992 3.523 -2.423
C 1.995 -1.355 -0.740
C 3.123 -3.676 4.795
C 3.140 4.400 -0.868
C -2.573 -0.324 2.986
C -0.199 -5.809 1.943
C -6.567 2.381 -0.174
C -3.370 -2.424 1.954
C -2.033 -3.563 -1.769
C 3.326 3.095 -0.134
C -4.953 -0.577 2.425
C 0.800 -3.124 5.551
C -2.193 -1.687 2.569
C 5.119 2.268 -1.622
C 1.694 -5.513 0.250
C -0.341 -4.684 -3.130
C 0.389 -5.195 0.916
C 2.119 -0.514 -1.893
H -1.338 -6.011 3.242
H 0.695 3.884 -3.331
H 0.579 2.743 1.933
H 2.603 2.944 0.654
H 1.370 5.409 3.927
H -1.660 6.159 0.019
H -0.606 -4.332 5.938
H 3.105 6.031 -2.472
H 5.601 3.747 -3.286
H 2.747 3.403 -4.833
H 3.910 -4.399 4.635
H -4.918 1.586 3.459
H -7.072 1.854 -2.146
H -0.864 -6.361 -1.687
H 2.458 -2.326 -0.837
H -3.791 1.774 -3.507
H -1.166 4.989 -2.233
H -3.368 2.184 0.997
H -0.283 9.069 1.773
H 0.710 -3.281 -4.389
H 3.885 4.054 -5.591
H 0.209 -1.227 4.998
H 1.029 1.714 -6.393
H -0.950 3.784 -1.343
H 3.887 -7.926 0.729
H -0.034 -4.266 0.564
H -1.220 -0.668 -4.383
H 0.624 4.671 -4.622
H 4.658 -1.271 3.682
H -1.797 0.168 3.554
H 2.202 -8.244 2.511
H -1.795 2.393 -3.720
H 4.818 0.341 -0.167
H -0.938 1.551 -4.642
H -6.735 2.809 2.112
H 0.660 -1.908 2.065
H 0.004 1.860 -0.584
H 3.753 -2.799 -4.816
H 2.949 -2.575 -3.553
H -2.936 -3.669 -1.185
H -2.252 -4.020 1.665
H 0.797 0.250 -6.083
H 1.623 1.030 -3.474
H -5.350 -2.567 1.550
*
```